Here is a single C2H4N3P molecule from the OMol25 dataset. Energies are from ωB97M-V with the def2-TZVPD basis set.

Properties
Strongest force on any atom in eV/A: 2.806
Energy relative to the best compared isomer or geometry (same formula, charge and spin) in kcal/mol: 11.8
E in Ha: -584.189838
M in u: 101.05
Orbital gap in eV: 8.610
Structure (SMILES): Nc1cn[nH]p1

Structure (XYZ):
```
10
Properties=species:S:1:pos:R:3:forces:R:3:lowdin_charge:R:1
N 0.758383 1.289972 1.131482 1.1 -0.3 -0.7 0.025
C 0.118232 0.410177 0.315581 -2.0 -0.7 1.3 -0.616
C 0.723662 -0.528129 -0.487699 1.5 0.7 -2.0 -0.253
N -0.103721 -1.277850 -1.201936 -0.6 -0.1 -0.1 -0.067
N -1.373420 -0.995453 -0.881889 -0.5 -2.3 -1.4 -0.394
P -1.685863 0.132254 0.366313 2.0 0.1 -0.8 0.879
H 1.739323 1.173531 1.429530 -1.4 0.3 -0.1 0.117
H 0.071846 1.826513 1.579765 0.2 1.2 1.4 0.045
H 1.809657 -0.382903 -0.840204 -1.7 -0.9 0.8 0.131
H -2.058099 -1.648114 -1.410945 1.5 1.9 1.5 0.133
```
Positions in Å, forces in eV/Å.